Entry 1:
82
Properties=species:S:1:pos:R:3 method="wB97M-V/def2-TZVPD" charge=-2 total_energy_ha=-5566.40330 mol_weight_g_mol=802.8 e_lumo_ev=3.978 e_above_lowest_kj_mol=0.0 e_homo_ha=-0.053 largest_force_ev_per_a=1.0
Ag -0.13 0.14 -0.09
As -2.86 0.04 -0.17
S 0.03 2.69 0.67
S 0.69 -0.15 2.85
Si -3.84 -1.74 -1.36
Si -3.76 -0.05 2.00
Si -3.99 1.94 -0.99
O 3.62 0.84 1.86
O -0.57 -0.77 2.29
O 2.16 0.16 0.31
O -0.63 -2.15 -0.98
N -0.85 -4.38 1.90
N 0.19 -3.09 -1.25
N 1.97 -5.99 -0.99
C 1.26 -5.12 -0.72
C -0.33 -4.19 0.89
C 2.82 2.46 0.34
C -3.51 -1.71 2.84
C 2.86 1.04 0.89
C 0.36 -0.02 4.61
C -0.21 0.25 7.32
C -3.60 3.40 0.12
C -0.52 -0.90 5.22
C 4.17 4.29 -0.52
C 3.02 5.05 -0.67
C -3.24 2.23 -2.69
C 1.79 4.52 -0.31
C -5.87 1.97 -1.21
C 1.65 3.22 0.20
C -5.68 -1.56 -1.76
C 0.36 -4.06 -0.36
C -2.94 1.34 2.97
C -0.53 0.38 8.79
C -5.62 0.26 2.01
C -3.01 -1.89 -3.03
C -3.63 -3.32 -0.38
C 1.87 -1.49 2.97
C 0.94 1.01 5.34
C 0.65 1.13 6.70
C 4.05 3.01 0.00
C -0.80 -0.77 6.57
H -3.61 -1.56 3.91
H -6.05 -2.52 -2.12
H -3.65 1.53 -3.42
H -1.48 -1.46 7.04
H -1.61 0.50 8.95
H -6.24 1.18 -1.85
H -2.51 0.95 3.89
H -0.04 1.25 9.22
H -2.51 -2.11 2.64
H 0.89 5.11 -0.42
H 2.74 -1.13 3.50
H -4.16 3.35 1.06
H 4.94 2.40 0.16
H -5.84 -0.83 -2.55
H 1.10 1.94 7.27
H 5.14 4.69 -0.79
H -5.85 1.31 1.83
H 1.38 -2.34 3.45
H -6.10 2.93 -1.67
H -0.98 -1.68 4.62
H -6.40 1.91 -0.26
H -3.67 2.12 3.23
H -3.27 -1.04 -3.68
H -6.28 -1.26 -0.90
H -3.35 -2.81 -3.52
H -2.16 2.08 -2.65
H 2.15 -1.71 1.94
H 3.07 6.06 -1.07
H -1.93 -1.92 -2.93
H -4.58 -3.65 0.05
H -2.53 3.44 0.36
H -2.91 -3.21 0.43
H -6.14 -0.32 1.24
H -3.87 4.32 -0.39
H -4.25 -2.44 2.51
H -0.21 -0.50 9.35
H -3.43 3.24 -3.04
H 1.60 1.71 4.84
H -6.04 -0.02 2.98
H -2.13 1.80 2.41
H -3.26 -4.12 -1.03

=====

Entry 2:
54
Properties=species:S:1:pos:R:3 method="wB97M-V/def2-TZVPD" multiplicity=2 total_energy_ha=-2415.54296 mol_weight_g_mol=574.1 e_lumo_ev="-1.886 / -2.359" s2=1.792 e_homo_ha="-0.238 / -0.305" largest_force_ev_per_a=12.5
Sr 0.54 3.25 -1.10
S -2.66 2.09 -2.23
S -2.55 4.10 -3.24
F -1.55 5.36 -2.86
F -1.86 0.93 -1.39
O -2.95 1.39 -3.50
O -3.76 4.71 -2.73
O 0.01 5.71 -0.12
O -0.03 2.92 1.33
O -3.81 2.24 -1.34
O 1.34 0.90 -2.10
O -2.38 4.01 -4.66
O 3.10 3.57 -1.85
N -2.23 -5.57 0.51
N -1.59 3.11 -2.19
N 2.22 -0.25 1.74
C 3.67 2.25 -2.09
C -0.74 -4.39 1.98
C -0.69 -3.97 -0.42
C 2.70 0.96 -2.44
C 0.62 -2.48 1.17
C 0.46 -1.26 0.55
C 1.22 -0.11 0.84
C 2.34 -1.40 2.45
C -0.27 5.55 1.26
C -1.74 -5.41 1.73
C -3.07 -6.79 0.31
C 1.47 -2.42 2.24
C 2.95 0.98 2.02
C -1.62 -4.96 -0.56
C -0.74 4.03 1.79
C -0.30 -3.62 0.93
H -2.02 -5.11 -1.56
H 4.16 1.94 -1.16
H 1.10 0.81 0.28
H -0.18 -1.11 -0.30
H -1.74 3.94 1.36
H 3.12 -1.47 3.20
H 3.33 1.43 1.10
H 1.61 -3.21 2.97
H 2.79 0.88 -3.52
H -2.49 -7.23 -0.50
H 4.52 2.20 -2.77
H -1.06 6.23 1.57
H -2.25 -5.97 2.50
H 0.52 5.83 1.96
H 3.77 0.89 2.74
H -0.43 -4.00 2.94
H -3.99 -6.25 0.07
H 3.20 0.04 -2.14
H 2.15 1.59 2.42
H -0.95 3.92 2.85
H -0.30 -3.43 -1.27
H -2.95 -7.37 1.23

=====

Entry 3:
19
Properties=species:S:1:pos:R:3 method="wB97M-V/def2-TZVPD" total_energy_ha=-953.89797 mol_weight_g_mol=137.2 e_lumo_ev=0.831 e_above_lowest_kj_mol=15.9 e_homo_ha=-0.310 largest_force_ev_per_a=3.3
S 0.62 -0.48 -2.32
P -0.29 -0.03 -0.66
N 0.73 0.12 0.70
C -1.69 1.66 -0.87
C -1.59 -1.23 -0.14
C 1.18 -1.21 1.13
C 1.87 0.97 0.39
H 1.51 1.93 0.04
H 2.51 0.53 -0.40
H -1.14 2.58 -0.73
H -1.90 -1.04 0.88
H -2.43 -1.07 -0.82
H 0.34 -1.77 1.55
H -2.04 1.54 -1.88
H 1.61 -1.79 0.30
H 2.47 1.10 1.29
H 1.94 -1.09 1.90
H -2.46 1.53 -0.12
H -1.24 -2.25 -0.26

=====

Entry 4:
5
Properties=species:S:1:pos:R:3 method="wB97M-V/def2-TZVPD" total_energy_ha=-959.66933 mol_weight_g_mol=84.9 e_lumo_ev=0.684 e_above_lowest_kj_mol=29.2 e_homo_ha=-0.405 largest_force_ev_per_a=2.0
Cl 0.31 -0.40 1.73
Cl -0.73 -1.07 -1.17
C -0.04 0.12 -0.02
H -0.52 1.09 -0.13
H 0.98 0.25 -0.41

=====

Entry 5:
8
Properties=species:S:1:pos:R:3 method="wB97M-V/def2-TZVPD" charge=+1 total_energy_ha=-447.39057 mol_weight_g_mol=171.0 e_lumo_ev=-4.443 e_above_lowest_kj_mol=174.4 e_homo_ha=-0.484 largest_force_ev_per_a=3.7
I -0.26 0.99 -3.14
N -1.23 -1.07 1.19
N 0.62 0.41 1.19
C -0.42 -0.28 1.14
H -1.99 -1.50 0.64
H 1.06 0.38 -3.69
H 0.79 1.19 1.86
H 1.43 -0.12 0.81

=====

Entry 6:
8
Properties=species:S:1:pos:R:3 method="wB97M-V/def2-TZVPD" total_energy_ha=-677.12709 mol_weight_g_mol=111.1 e_lumo_ev="-3.923 / -3.924" e_above_lowest_kj_mol=424.9 e_homo_ha="-0.409 / -0.409" largest_force_ev_per_a=5.5
S 1.23 -0.99 0.00
N 5.92 -0.26 0.01
N 1.54 1.50 -0.02
N 0.16 1.34 0.00
C 2.19 0.43 0.06
C 4.88 0.20 -0.03
C -0.15 0.08 -0.03
H -1.23 -0.10 -0.12

=====

Entry 7:
72
Properties=species:S:1:pos:R:3 method="wB97M-V/def2-TZVPD" charge=+1 multiplicity=5 total_energy_ha=-7198.66217 mol_weight_g_mol=1015.1 e_lumo_ev="-2.924 / -6.135" e_above_lowest_kj_mol=23.3 s2=6.036 e_homo_ha="-0.408 / -0.425" largest_force_ev_per_a=0.6
Te -2.45 -0.26 1.00
Te 0.04 2.28 0.39
Pd 0.11 -0.17 -1.18
Se 1.90 -1.57 -1.97
Se -1.89 0.92 -2.51
F -1.32 -1.54 -1.78
F -3.76 -1.63 0.94
F -3.78 1.12 1.25
F -2.51 -0.42 2.84
F -0.94 -1.55 1.21
O -0.89 1.28 1.62
N 0.35 -2.99 -3.94
N 0.24 -3.92 -1.95
C 0.33 -4.07 -0.50
C -1.08 3.67 -2.48
C 4.21 -0.21 0.65
C -3.32 3.22 -1.67
C 2.61 -3.62 -5.79
C -1.28 5.02 -2.26
C -1.45 -5.72 -2.53
C 1.93 -4.21 -7.02
C 0.77 -2.92 -2.67
C 1.75 -4.37 -0.01
C 3.08 -0.69 1.30
C 1.88 0.01 1.21
C -3.49 4.57 -1.41
C -2.11 2.77 -2.19
C 0.72 -2.06 -5.01
C 2.99 1.69 -0.16
C -2.48 5.47 -1.71
C -1.31 -4.51 -5.11
C -0.55 -4.04 -4.04
C 1.84 1.20 0.48
C -0.62 -4.63 -2.78
C 4.17 0.98 -0.07
C -2.14 -5.59 -4.86
C -2.20 -6.18 -3.59
C 1.76 -6.83 -0.71
C 2.17 -2.19 -5.47
C 2.47 -5.48 -0.77
H 2.35 -3.46 -0.03
H 2.28 -1.56 -6.36
H 2.36 -7.61 -1.19
H 0.51 -1.05 -4.66
H -2.62 6.52 -1.52
H -1.52 -6.17 -1.55
H 2.31 -5.21 -7.23
H 0.80 -6.81 -1.22
H -2.75 -5.98 -5.65
H 1.66 -4.65 1.05
H -2.87 -7.02 -3.44
H 2.61 -5.18 -1.81
H -0.15 3.31 -2.90
H 1.59 -7.13 0.32
H 0.03 -2.26 -5.83
H -0.50 5.73 -2.51
H -4.11 2.52 -1.44
H 2.12 -3.59 -7.90
H 3.47 -5.58 -0.35
H 2.44 -4.27 -4.93
H -4.42 4.92 -0.98
H 3.13 -1.60 1.87
H -1.28 -4.05 -6.08
H 2.83 -1.77 -4.71
H 0.85 -4.29 -6.90
H 5.06 1.36 -0.56
H 5.14 -0.76 0.73
H -0.34 -4.89 -0.25
H 3.69 -3.61 -5.95
H 2.96 2.63 -0.71
H -0.07 -3.17 -0.04
H 1.00 -0.35 1.73

=====

Entry 8:
98
Properties=species:S:1:pos:R:3 method="wB97M-V/def2-TZVPD" total_energy_ha=-4238.16660 mol_weight_g_mol=994.5 e_lumo_ev=0.226 e_above_lowest_kj_mol=1196.2 e_homo_ha=-0.409 largest_force_ev_per_a=8.5
F 2.26 0.39 -0.18
F -4.04 3.48 -5.43
F 3.85 -0.50 -1.93
F 1.84 -6.43 3.40
F 3.73 -5.94 4.44
F 4.37 0.36 -3.90
F -2.13 3.11 -6.53
F -2.53 2.99 1.61
F -3.90 3.46 3.41
F 2.63 -3.31 -1.40
F -0.82 4.48 4.19
F -0.93 3.73 6.36
F 0.78 1.91 0.32
F 0.80 -2.16 -0.79
F 2.42 1.62 1.80
F -1.59 2.46 4.68
F 2.48 0.99 -2.88
F -2.07 4.22 -4.76
F -3.60 4.94 1.83
F 3.37 -5.35 2.48
F 1.24 -4.27 0.08
O 0.95 1.80 4.45
O 1.12 -1.24 1.82
O -3.15 0.81 -4.88
O -4.85 3.57 -0.09
O 3.34 -2.00 -4.49
O -0.48 0.39 1.82
O -5.70 2.26 1.68
O 1.43 -1.11 -3.98
O 1.67 3.71 5.39
O 3.02 -3.03 3.87
O 0.85 -5.19 -2.48
O 1.09 -3.94 4.77
O -1.47 2.01 -3.63
O -0.33 -3.26 -2.91
C -1.09 0.78 -2.91
C -2.10 0.16 -1.85
C 2.79 -1.71 4.45
C 2.90 3.35 5.27
C 2.13 -4.13 4.21
C 3.76 4.55 5.63
C 1.35 -3.37 -1.03
C 3.95 -3.68 -5.97
C -1.41 -0.43 2.51
C -2.67 0.25 2.55
C -5.76 3.25 -1.07
C -0.68 3.36 5.02
C -3.74 3.62 2.09
C 0.56 -4.11 -2.10
C 3.38 0.02 -3.18
C -2.68 3.14 -5.33
C 3.71 -0.54 3.81
C 2.74 -5.48 3.65
C 2.60 -1.10 -3.92
C -2.46 1.87 -4.59
C 1.61 0.95 0.92
C -4.89 3.10 1.22
C -1.22 -3.86 -3.85
C 0.80 -0.07 1.61
C -5.27 2.32 -2.09
C 0.73 2.89 4.83
C -2.23 -2.77 -4.16
C 2.90 -3.26 -4.98
H 3.31 3.14 4.22
H 3.04 -1.56 5.39
H -2.45 0.75 -1.03
H 3.53 5.06 6.67
H -2.69 -2.29 -3.43
H -6.16 2.10 -2.77
H 1.85 -1.43 4.32
H -1.53 -1.98 -4.67
H -2.94 0.05 -2.25
H 3.71 -0.71 2.72
H 3.14 2.63 5.90
H 3.54 5.33 4.91
H 3.90 -4.55 -6.49
H -3.15 0.22 1.56
H 2.70 -3.98 -4.42
H -0.71 -4.05 -4.75
H -2.64 1.39 2.88
H -4.40 2.82 -2.36
H -0.73 0.06 -3.79
H 1.85 -3.24 -5.49
H -0.38 1.16 -2.39
H -3.64 -0.45 3.04
H 4.82 -0.67 4.06
H -2.76 -3.15 -5.08
H 5.08 -3.71 -5.55
H -4.80 1.49 -1.81
H 3.34 0.53 4.17
H -6.17 4.15 -1.60
H -1.70 -0.81 -1.62
H 4.18 -2.87 -6.58
H 4.76 4.38 5.59
H -6.70 2.90 -0.52
H -0.99 -0.55 3.54
H -1.84 -4.64 -3.45
H -1.63 -1.51 2.14

=====

Entry 9:
12
Properties=species:S:1:pos:R:3 method="wB97M-V/def2-TZVPD" total_energy_ha=-745.64974 mol_weight_g_mol=129.2 e_lumo_ev=-0.773 e_above_lowest_kj_mol=226.4 e_homo_ha=-0.331 largest_force_ev_per_a=4.5
S 1.97 1.86 0.53
F -2.17 -2.25 -1.02
N -0.70 -0.56 -1.26
C 0.12 0.19 -0.42
C -0.20 -0.19 1.03
C 0.95 1.12 -0.87
C -1.26 -1.38 -0.49
C -1.01 -1.29 0.88
H 3.10 2.44 -0.20
H -1.71 -1.87 1.62
H -0.11 0.45 2.02
H 1.03 1.49 -1.83

=====

Entry 10:
19
Properties=species:S:1:pos:R:3 method="wB97M-V/def2-TZVPD" total_energy_ha=-198.85390 mol_weight_g_mol=74.2 e_lumo_ev=1.016 e_above_lowest_kj_mol=92.6 e_homo_ha=-0.400 largest_force_ev_per_a=3.7
C -1.90 -1.73 -1.41
C -0.93 -2.51 -2.30
C 2.17 1.52 0.80
C 1.00 1.00 1.72
C -0.28 1.84 1.41
H -0.77 -2.01 -3.26
H 2.00 2.54 0.49
H -2.60 -2.40 -0.89
H 3.16 1.47 1.31
H -1.34 -1.15 -0.67
H 0.06 -2.46 -1.87
H 1.33 0.78 2.72
H -1.20 -3.57 -2.38
H -0.22 2.92 1.55
H -0.40 1.78 0.34
H 0.88 0.03 1.20
H 2.45 0.84 -0.02
H -1.02 1.37 2.05
H -2.58 -1.09 -1.96

=====

Entry 11:
15
Properties=species:S:1:pos:R:3 method="wB97M-V/def2-TZVPD" charge=-2 multiplicity=3 total_energy_ha=-378.78702 mol_weight_g_mol=104.1 e_lumo_ev="5.300 / 5.267" s2=2.030 e_homo_ha="0.058 / 0.058" largest_force_ev_per_a=4.8
O -3.07 -0.17 1.21
O -1.96 1.71 -1.92
N -1.74 0.57 -1.23
N -3.52 0.04 0.12
C -0.68 0.51 -0.24
C 0.23 -0.69 -0.60
C 0.08 1.84 -0.15
H -0.36 -1.55 -0.72
H 9.53 -7.54 4.53
H 0.60 2.01 0.76
H 0.76 1.84 -1.03
H 1.01 -0.88 0.04
H -0.68 2.58 0.06
H -1.06 0.19 0.80
H 0.86 -0.45 -1.62

=====

Copy entry 2 word for word.
54
Properties=species:S:1:pos:R:3 method="wB97M-V/def2-TZVPD" multiplicity=2 total_energy_ha=-2415.54296 mol_weight_g_mol=574.1 e_lumo_ev="-1.886 / -2.359" s2=1.792 e_homo_ha="-0.238 / -0.305" largest_force_ev_per_a=12.5
Sr 0.54 3.25 -1.10
S -2.66 2.09 -2.23
S -2.55 4.10 -3.24
F -1.55 5.36 -2.86
F -1.86 0.93 -1.39
O -2.95 1.39 -3.50
O -3.76 4.71 -2.73
O 0.01 5.71 -0.12
O -0.03 2.92 1.33
O -3.81 2.24 -1.34
O 1.34 0.90 -2.10
O -2.38 4.01 -4.66
O 3.10 3.57 -1.85
N -2.23 -5.57 0.51
N -1.59 3.11 -2.19
N 2.22 -0.25 1.74
C 3.67 2.25 -2.09
C -0.74 -4.39 1.98
C -0.69 -3.97 -0.42
C 2.70 0.96 -2.44
C 0.62 -2.48 1.17
C 0.46 -1.26 0.55
C 1.22 -0.11 0.84
C 2.34 -1.40 2.45
C -0.27 5.55 1.26
C -1.74 -5.41 1.73
C -3.07 -6.79 0.31
C 1.47 -2.42 2.24
C 2.95 0.98 2.02
C -1.62 -4.96 -0.56
C -0.74 4.03 1.79
C -0.30 -3.62 0.93
H -2.02 -5.11 -1.56
H 4.16 1.94 -1.16
H 1.10 0.81 0.28
H -0.18 -1.11 -0.30
H -1.74 3.94 1.36
H 3.12 -1.47 3.20
H 3.33 1.43 1.10
H 1.61 -3.21 2.97
H 2.79 0.88 -3.52
H -2.49 -7.23 -0.50
H 4.52 2.20 -2.77
H -1.06 6.23 1.57
H -2.25 -5.97 2.50
H 0.52 5.83 1.96
H 3.77 0.89 2.74
H -0.43 -4.00 2.94
H -3.99 -6.25 0.07
H 3.20 0.04 -2.14
H 2.15 1.59 2.42
H -0.95 3.92 2.85
H -0.30 -3.43 -1.27
H -2.95 -7.37 1.23